1.
DFT (wB97M-V/def2-TZVPD) results for a molecular structure, C24H35N4O4PdS3Si at a distorted geometry.

The geometry in ORCA input format:
```
! RIJCOSX wB97M-V def2-TZVPD def2/J DEFGRID3
* xyz 1 1
Pd 0.6956 0.7176 -0.1471
O 3.5318 -2.7392 -2.4751
C 3.0980 -3.6539 -1.5918
C 3.1969 -4.9994 -1.9501
C 2.7623 -5.9759 -1.0815
C 2.2180 -5.6437 0.1610
C 2.1148 -4.3195 0.5198
C 2.5484 -3.3014 -0.3402
C 2.4143 -1.8831 0.0278
O 2.7751 -0.9530 -0.7066
N 1.8691 -1.6455 1.2766
N 1.4275 -0.4205 1.3662
C 1.3562 0.1501 2.5375
S 0.7435 1.8205 2.5548
C 1.9854 2.2528 3.7988
C 1.8614 1.1540 4.8458
S 1.9709 -0.4741 4.0095
H 3.3965 -1.8535 -2.0533
H 3.6235 -5.2462 -2.9129
H 2.8487 -7.0163 -1.3681
H 1.8842 -6.4208 0.8342
H 1.6996 -4.0398 1.4780
H 1.7476 3.2364 4.2012
H 2.9596 2.2620 3.3089
H 0.9191 1.2221 5.3888
H 2.6765 1.2044 5.5638
C 2.8269 -0.8125 -4.0808
C 1.4289 -0.3121 -3.9058
C 0.4301 -0.6397 -4.8653
C -0.8563 -0.1507 -4.7394
C -1.1418 0.6553 -3.6575
C -0.1162 0.9000 -2.7045
N 1.1522 0.4218 -2.8608
N -0.3516 1.5750 -1.5778
Si -1.5979 2.9180 -1.4703
C -1.2653 3.9670 0.0162
C -3.3205 2.1914 -1.4488
C -1.2898 3.9517 -2.9897
H 3.1305 -0.7752 -5.1267
H 2.8886 -1.8532 -3.7506
H 3.5108 -0.2228 -3.4765
H 0.6996 -1.2644 -5.7073
H -1.6198 -0.3940 -5.4653
H -2.1390 1.0392 -3.4966
H -1.5225 3.4772 0.9517
H -1.8862 4.8623 -0.0869
H -0.2241 4.2787 0.0675
H -3.3438 1.1931 -1.0145
H -3.7696 2.1550 -2.4436
H -3.9610 2.8258 -0.8319
H -0.2541 4.2958 -3.0238
H -1.9296 4.8361 -2.9433
H -1.5064 3.4328 -3.9245
O 1.1440 2.3739 1.2012
S -2.4778 0.7763 1.9291
C -3.2027 1.9845 3.0862
C -3.7150 1.1605 4.2608
C -2.6392 0.1137 4.5291
C -2.3193 -0.5419 3.1880
H -3.9869 2.5405 2.5759
H -2.4336 2.6885 3.4137
H -4.6516 0.6697 3.9885
H -3.9054 1.7898 5.1309
H -2.9524 -0.6293 5.2627
H -1.7447 0.6087 4.9200
H -3.0266 -1.3356 2.9526
H -1.3125 -0.9594 3.1587
C -1.0568 -1.4515 -0.4319
O 0.1299 -0.9344 -0.9728
H -1.2096 -2.4413 -0.8720
H -1.9318 -0.8269 -0.6667
H -1.0047 -1.5719 0.6566
*
```


2.
DFT (wB97M-V/def2-TZVPD) results for a single C6H10O molecule at a distorted geometry.

The geometry in ORCA input format:
```
! RIJCOSX wB97M-V def2-TZVPD def2/J DEFGRID3
* xyz 0 1
C -1.1938 1.6743 -1.3717
C -0.0743 0.9264 -0.7010
C -0.0124 0.9967 0.7939
C 0.5249 -1.4514 0.2957
O 0.6431 -2.2553 -0.7976
C 1.1533 -1.6552 1.4530
C -0.3882 -0.2870 0.1383
H -0.9076 2.7261 -1.4871
H -2.0876 1.6429 -0.7362
H -1.4377 1.2529 -2.3498
H 0.8738 0.9000 -1.2359
H -0.7550 1.5464 1.3609
H 0.9932 1.0088 1.2028
H 1.2952 -2.9192 -0.5384
H 1.7478 -2.5519 1.5847
H 1.0645 -0.9682 2.2901
H -1.4391 -0.5863 0.0981
*
```

SMILES = C=C(O)[C@H]1C[C@@H]1C


3.
DFT (wB97M-V/def2-TZVPD) results for a single C5H8FNO2 molecule at a distorted geometry.

The geometry in ORCA input format:
```
! RIJCOSX wB97M-V def2-TZVPD def2/J DEFGRID3
* xyz 0 1
C 0.2062 -0.4008 -0.0118
C 0.2369 0.4092 1.3420
C -1.1372 1.2585 0.9382
C -1.2037 0.1908 -0.2777
C 1.3048 0.1067 -1.0152
H -0.4105 -2.0875 0.7686
H 1.0698 -2.1524 0.3496
H 1.1235 0.9169 1.4289
H 0.0230 -0.2597 2.1430
H -0.7613 2.2755 0.3096
H -2.0427 1.5110 1.5363
H -2.1193 -0.5993 -0.3063
H 1.8862 -0.6599 -2.7230
N 0.1597 -1.7945 0.0013
O 1.0008 -0.7850 -2.0886
O 1.9389 1.1798 -0.8850
F -1.2749 0.8906 -1.5098
*
```

SMILES = N[C@]1(C(=O)O)CC[C@H]1F


4.
DFT (wB97M-V/def2-TZVPD) results for a molecular structure, C23H41IrN10O5SSeSi at a distorted geometry.

The geometry in ORCA input format:
```
! RIJCOSX wB97M-V def2-TZVPD def2/J DEFGRID3
* xyz 2 1
Ir 1.2385 -0.7218 -0.5021
C -0.7742 -1.8085 2.1720
C -1.2823 -0.4182 1.8563
C -2.7528 -0.4282 1.4758
C -1.0849 0.5265 3.0355
O -0.4162 0.1027 0.7141
Si -0.8591 1.4625 -0.2406
S 0.7781 1.2830 -1.5897
O -0.7860 2.7393 0.7160
C -0.4626 4.1579 0.7587
C -1.5336 4.8058 1.6211
C 0.9118 4.2867 1.3964
C -0.4564 4.7344 -0.6471
O -2.2810 1.1521 -0.8751
C -3.2583 1.4639 -1.8984
C -3.2822 2.9649 -2.1205
C -4.5919 0.9600 -1.3685
C -2.8597 0.7311 -3.1687
H -1.3450 -2.2074 3.0085
H 0.2738 -1.7739 2.4748
H -0.9010 -2.4771 1.3234
H -3.2887 -0.9299 2.2802
H -2.9502 -0.9526 0.5530
H -3.1498 0.5798 1.3913
H -1.7293 0.1971 3.8492
H -1.3581 1.5464 2.7811
H -0.0609 0.5116 3.4043
H -1.5538 4.3539 2.6114
H -2.5154 4.6903 1.1654
H -1.3309 5.8692 1.7338
H 0.8955 3.8788 2.4060
H 1.1968 5.3347 1.4627
H 1.6612 3.7640 0.8022
H -1.4491 4.7040 -1.0850
H 0.2398 4.1946 -1.2893
H -0.1377 5.7755 -0.6139
H -3.4621 3.4872 -1.1815
H -4.0840 3.2244 -2.8107
H -2.3435 3.3091 -2.5524
H -4.8769 1.4977 -0.4657
H -4.5335 -0.1030 -1.1403
H -5.3697 1.1090 -2.1153
H -1.8578 1.0235 -3.4872
H -3.5581 0.9730 -3.9681
H -2.8957 -0.3439 -3.0133
N 2.7179 -1.0172 -1.8942
N 2.1998 -1.6319 -3.0702
C 0.8792 -1.9454 -3.1513
N 0.4796 -2.4992 -4.2825
N 0.1704 -1.6807 -2.0372
N -1.1704 -2.0499 -1.9668
O -1.7689 -2.3784 -2.9708
O -1.6615 -1.8458 -0.8947
H 3.0428 -0.0751 -2.1239
H 3.4870 -1.5775 -1.5195
H 2.8320 -1.7776 -3.8436
H 1.1235 -2.6538 -5.0415
H -0.5086 -2.6853 -4.4012
Se 2.8003 -2.5374 2.1194
N 1.9266 -2.6592 0.5251
C 1.4012 -3.8897 0.4748
C 0.6673 -4.4752 -0.5958
C 0.2092 -5.7474 -0.4716
C 0.4329 -6.5387 0.6961
C 1.1495 -6.0452 1.7305
C 1.6568 -4.7121 1.6388
N 2.3775 -4.1610 2.5915
H 0.4965 -3.9280 -1.5029
H -0.3411 -6.1912 -1.2904
H 0.0325 -7.5402 0.7326
H 1.3574 -6.6154 2.6231
N 6.0949 0.3332 1.4892
C 4.7884 0.6316 1.5461
C 3.8410 0.0162 0.7065
N 2.5397 0.2923 0.7919
C 2.1648 1.2111 1.6834
C 3.1177 1.8067 2.5062
N 4.3993 1.5301 2.4578
H 6.4792 -0.3121 0.8247
H 6.7210 0.8195 2.1093
H 4.1651 -0.7269 -0.0147
H 1.1296 1.4806 1.7341
H 2.8071 2.5457 3.2321
*
```


5.
DFT (wB97M-V/def2-TZVPD) results for 2 unconnected molecules or ions with the total composition CCl2F2O at a distorted geometry.

The geometry in ORCA input format:
```
! RIJCOSX wB97M-V def2-TZVPD def2/J DEFGRID3
* xyz 0 1
C -1.4346 -0.2299 0.3033
O -1.5478 -0.9976 -0.5751
F -1.6658 -0.5297 1.6756
F 2.1283 -0.2602 -0.9405
Cl -0.9736 1.3787 0.2713
Cl 3.4936 0.6387 -0.7346
*
```

SMILES = O=C(F)Cl.FCl


6.
DFT (wB97M-V/def2-TZVPD) results for a single C3H5NO2 molecule at a distorted geometry.

The geometry in ORCA input format:
```
! RIJCOSX wB97M-V def2-TZVPD def2/J DEFGRID3
* xyz 0 1
C 0.9682 0.0379 -0.0229
C -0.0671 1.0526 0.3027
C -1.5473 0.6000 -0.2072
H 0.0840 2.1264 -0.0224
H 0.0973 1.2800 1.4202
H -2.3130 1.2461 0.2644
H -1.6772 1.0356 -1.3552
H 0.1821 -1.9523 -0.1140
N 0.0481 -1.1044 0.3430
O 2.2249 0.0931 -0.2669
O -1.3290 -0.8616 -0.1119
*
```

SMILES = O=C1CCON1


7.
DFT (wB97M-V/def2-TZVPD) results for 2 unconnected molecules or ions with the total composition H3N3 at a distorted geometry.

The geometry in ORCA input format:
```
! RIJCOSX wB97M-V def2-TZVPD def2/J DEFGRID3
* xyz 0 1
N 0.1877 -0.1976 0.1679
N -3.2670 0.6465 -0.1610
N -3.0832 -0.2978 0.3656
H -0.7638 -0.4702 0.0981
H 0.3614 0.3915 -0.6560
H 0.8082 -0.9921 0.0853
*
```

SMILES = N#N.N


8.
DFT (wB97M-V/def2-TZVPD) results for a gas-phase ion, C3H8NOS (charge +1) at a distorted geometry.

The geometry in ORCA input format:
```
! RIJCOSX wB97M-V def2-TZVPD def2/J DEFGRID3
* xyz 1 1
C -0.2298 -1.6163 0.7965
C 0.3121 -0.2959 0.3059
C -1.0851 1.0992 -1.7680
N 1.3844 0.2793 1.1382
O -0.8755 -0.2632 0.8768
S 0.4335 0.1312 -1.4680
H -0.7445 -2.2386 -0.0344
H -0.0608 -1.9669 1.7045
H -0.8866 1.5387 -2.7169
H -1.1547 1.8079 -0.8885
H -1.8911 0.3568 -1.7170
H 1.1192 0.0916 2.1199
H 1.4236 1.2643 0.7487
H 2.2554 -0.1882 0.9022
*
```

SMILES = CS[C@]1([NH3+])CO1


For each record above, in turn, the calculated energy values are -83460.19374 -8430.23438 -13614.52008 -136542.02848 -33561.94506 -8773.05510 -4519.84356 -17604.45866 eV.
For each record above, in turn, the calculated molar mass values are 674.27 98.14 133.12 868.98 136.91 87.08 45.05 106.17 Da.
For each record above, in turn, the calculated energy relative to the best compared isomer or geometry (same formula, charge and spin) values are 81.4 23.2 53.5 0.0 12.3 107.0 1.6 45.5 kcal per mole.